1.
Entry from the OMol25 dataset: a molecular structure, C23H20BCl2KN7O2 (wB97M-V/def2-TZVPD).

```
56
Properties=species:S:1:pos:R:3:forces:R:3
K -0.4742 0.3941 1.9160 -0.16 -0.02 0.04
C -1.1776 -4.0115 -0.1106 -0.02 0.01 0.05
C -0.3432 -3.1642 0.6330 0.08 -0.01 0.00
N -1.0379 -2.2118 1.2390 -0.09 -0.07 0.04
N -2.3286 -2.4282 0.9149 0.04 -0.01 -0.05
C -2.4382 -3.4978 0.1079 -0.03 -0.04 -0.06
B -3.4843 -1.4947 1.3413 0.02 0.05 0.04
N -3.5965 -0.2844 0.3997 0.06 0.06 -0.07
C -4.7184 0.1558 -0.1985 -0.04 0.04 -0.04
C -4.3906 1.2235 -1.0070 -0.03 -0.02 0.03
C -3.0053 1.3616 -0.8311 0.01 -0.02 0.00
N -2.5360 0.4547 0.0127 0.04 -0.08 0.07
N -3.2735 -1.0532 2.8157 -0.06 0.00 -0.02
C -3.4640 -1.8436 3.8861 -0.03 -0.07 0.04
C -3.1833 -1.1163 5.0225 -0.01 -0.01 -0.01
C -2.8226 0.1443 4.5258 0.00 0.03 0.05
N -2.8779 0.1766 3.1999 -0.08 -0.01 0.01
H -0.9041 -4.8664 -0.7045 -0.01 -0.01 0.00
H 0.7279 -3.2034 0.7591 -0.01 0.00 -0.01
H -3.4045 -3.8133 -0.2501 0.00 0.00 0.00
H -4.5102 -2.1257 1.2588 -0.05 -0.02 0.00
H -5.6629 -0.3270 -0.0099 0.00 0.00 0.00
H -5.0462 1.8070 -1.6299 -0.01 0.00 0.00
H -2.3291 2.0697 -1.2856 0.00 0.00 0.00
H -3.7856 -2.8653 3.7625 0.00 0.01 -0.01
H -3.2368 -1.4424 6.0467 0.00 -0.01 0.00
H -2.5300 1.0285 5.0715 0.01 0.00 -0.01
Cl 0.5062 1.4684 -3.4758 0.01 -0.01 0.01
C 1.0265 -0.0861 -2.9099 -0.01 0.00 -0.06
C 0.7330 -1.2021 -3.6728 0.02 -0.04 0.00
C 1.1350 -2.4544 -3.2340 0.01 0.04 0.02
C 1.8317 -2.5796 -2.0447 -0.02 0.03 -0.01
C 2.1190 -1.4461 -1.3016 0.01 -0.12 0.08
Cl 2.9932 -1.6222 0.1878 0.01 0.04 -0.04
C 1.7199 -0.1694 -1.6986 -0.05 0.09 -0.03
N 1.9562 0.9727 -0.9302 0.07 0.03 0.07
C 3.0749 1.7786 -1.1792 -0.08 0.06 -0.01
C 4.0065 1.4840 -2.1698 0.00 -0.02 0.01
C 5.1117 2.3010 -2.3624 0.04 0.00 -0.04
C 5.3012 3.4169 -1.5664 -0.03 0.00 0.03
C 4.3537 3.7209 -0.5936 0.01 -0.02 -0.02
C 3.2302 2.9337 -0.3888 0.02 -0.02 -0.03
C 2.1612 3.3731 0.5765 -0.02 0.01 0.07
C 1.9591 2.5608 1.8833 0.02 0.11 0.02
O 1.8758 3.1927 2.9375 0.01 0.02 -0.02
O 1.8188 1.2996 1.7510 0.29 0.07 -0.18
H 0.1790 -1.0820 -4.5930 0.00 0.00 -0.01
H 0.8963 -3.3340 -3.8165 0.00 0.00 0.00
H 2.1522 -3.5459 -1.6814 0.00 -0.01 0.00
H 1.8129 0.8938 0.0964 0.05 -0.04 -0.01
H 3.8724 0.6008 -2.7828 0.00 0.00 0.00
H 5.8293 2.0519 -3.1352 0.00 0.00 0.00
H 6.1649 4.0544 -1.7057 0.00 0.00 0.00
H 4.4742 4.6099 0.0153 0.00 0.00 0.00
H 1.2021 3.3338 0.0446 -0.02 -0.01 0.03
H 2.3365 4.4082 0.8645 0.00 -0.01 0.00
```
Positions in Å, forces in eV/Å.

Total charge: -1
Energy relative to the best compared isomer or geometry (same formula, charge and spin): 8.1 kcal/mol
Gap between HOMO and LUMO: 7.8 eV
E_tot: -2967.6656 a.u.
Lowest unoccupied orbital energy: 2.556 eV

The net atomic charges from Löwdin, expressed in e, are:
1 K 0.810
2 C -0.080
3 C -0.183
4 N 0.007
5 N -0.050
6 C -0.101
7 B -0.552
8 N -0.052
9 C -0.103
10 C -0.084
11 C -0.172
12 N 0.010
13 N -0.055
14 C -0.104
15 C -0.083
16 C -0.185
17 N -0.014
18 H 0.080
19 H 0.067
20 H 0.111
21 H 0.111
22 H 0.109
23 H 0.078
24 H 0.093
25 H 0.117
26 H 0.080
27 H 0.098
28 Cl 0.703
29 C -0.583
30 C -0.111
31 C -0.085
32 C -0.122
33 C -0.577
34 Cl 0.744
35 C -0.322
36 N 0.050
37 C -0.209
38 C -0.031
39 C -0.109
40 C -0.115
41 C -0.048
42 C -0.151
43 C -0.056
44 C -0.683
45 O -0.011
46 O -0.236
47 H 0.099
48 H 0.102
49 H 0.103
50 H 0.067
51 H 0.109
52 H 0.093
53 H 0.088
54 H 0.108
55 H 0.124
56 H 0.107

=====

2.
Entry from the OMol25 dataset: 2 unconnected molecules or ions with the total composition C23H20BCl4F3N2O in a non-equilibrium geometry (wB97M-V/def2-TZVPD).

```
54
Properties=species:S:1:pos:R:3:forces:R:3
Cl 3.7428 1.5455 2.5105 0.09 -0.41 -0.45
B 3.9231 -0.3023 2.4240 -0.35 1.01 1.83
Cl 5.2844 -0.8303 3.5542 0.16 -0.24 -0.09
Cl 2.3313 -1.0860 2.9399 -0.19 -0.31 -0.13
O 4.2434 -0.7111 1.0575 0.87 -4.30 -2.35
C 4.4275 -2.0122 0.7761 -0.69 3.89 1.50
C 4.7324 -2.4436 -0.5162 0.29 0.06 -1.43
C 4.9195 -3.8071 -0.8526 -0.16 0.74 0.45
C 5.2134 -4.1672 -2.1431 0.07 -0.35 -0.20
C 5.3323 -3.1992 -3.1340 -0.03 0.07 0.09
Cl 5.7022 -3.6650 -4.7563 -0.09 0.10 0.39
C 5.1543 -1.8549 -2.8236 0.07 0.10 -0.37
C 4.8595 -1.4798 -1.5398 -0.04 -0.18 0.30
H 4.3305 -2.7164 1.5868 -0.07 -0.11 0.39
H 4.8277 -4.5558 -0.0873 -0.02 -0.25 0.19
H 5.3561 -5.2013 -2.4062 0.01 -0.17 0.01
H 5.2527 -1.1199 -3.6024 0.01 0.16 -0.13
H 4.7209 -0.4441 -1.2812 -0.01 0.20 -0.04
C -0.2334 2.9148 0.2397 -0.42 -0.76 -0.26
N -1.0159 1.9439 -0.5097 -0.68 -0.15 -0.92
C -1.2601 0.5622 -0.0215 -0.11 0.61 -1.62
H -0.3043 0.0323 0.0578 0.17 -0.17 0.27
C -1.9917 0.5320 1.2839 0.05 -0.14 0.41
C -3.2255 1.1523 1.3869 -0.05 0.08 -0.07
C -3.9163 1.1365 2.5782 -0.35 0.19 -0.01
C -3.3827 0.4922 3.6732 -0.06 -0.18 0.36
C -4.1322 0.4860 4.9912 1.07 -0.11 -1.98
F -3.8095 -0.6347 5.6704 -0.65 0.66 0.48
F -3.7621 1.5803 5.6882 -0.69 -0.53 0.53
F -5.4574 0.5140 4.7372 0.26 0.03 1.00
C -2.1500 -0.1195 3.5843 -0.10 -0.12 0.47
C -1.4548 -0.0987 2.3961 0.14 0.07 -0.31
N -2.0528 -0.0171 -1.1370 -0.09 0.89 -0.52
C -2.5220 -1.3941 -1.1389 0.38 0.91 0.23
C -2.2830 0.9510 -2.1441 0.37 -0.25 0.80
C -1.6465 2.1528 -1.7599 0.25 -0.58 0.79
C -1.7214 3.2691 -2.5733 0.37 -0.25 0.82
C -2.4268 3.1882 -3.7615 -0.38 -0.29 -0.52
C -3.0506 2.0109 -4.1376 0.12 0.66 -0.22
C -2.9840 0.8853 -3.3345 0.22 -0.55 0.73
H -0.1844 3.8621 -0.2874 -0.09 -0.02 -0.14
H -0.6843 3.0842 1.2133 -0.02 0.12 0.25
H 0.7782 2.5452 0.3812 0.28 0.01 0.11
H -3.6403 1.6525 0.5287 -0.09 0.11 -0.23
H -4.8784 1.6147 2.6765 -0.10 0.08 -0.14
H -1.7550 -0.6137 4.4574 0.19 -0.09 0.03
H -0.4829 -0.5604 2.3415 0.21 -0.10 -0.08
H -3.0910 -1.6082 -2.0376 0.00 0.14 -0.09
H -1.6757 -2.0736 -1.0965 0.16 -0.28 0.01
H -3.1586 -1.5721 -0.2769 -0.17 -0.16 0.17
H -1.2402 4.1848 -2.2814 0.12 0.26 0.05
H -2.4919 4.0522 -4.4014 0.00 0.15 -0.09
H -3.5948 1.9704 -5.0662 -0.10 -0.03 -0.15
H -3.4715 -0.0271 -3.6267 -0.14 -0.23 -0.11
```
Positions in Å, forces in eV/Å.

Total charge: 0
Energy relative to the best compared isomer or geometry (same formula, charge and spin): 0.0 kcal/mol
Gap between HOMO and LUMO: 3.9 eV
E_tot: -3238.5543 a.u.
Lowest unoccupied orbital energy: -2.800 eV

The net atomic charges from Löwdin, expressed in e, are:
1 Cl 0.487
2 B -1.946
3 Cl 0.521
4 Cl 0.527
5 O -0.059
6 C 0.019
7 C -0.163
8 C 0.024
9 C -0.080
10 C -0.624
11 Cl 0.736
12 C -0.068
13 C 0.040
14 H 0.129
15 H 0.128
16 H 0.114
17 H 0.116
18 H 0.137
19 C -0.020
20 N -0.066
21 C -0.201
22 H 0.149
23 C -0.176
24 C 0.001
25 C -0.004
26 C -0.128
27 C -0.564
28 F 0.134
29 F 0.147
30 F 0.134
31 C -0.003
32 C -0.007
33 N -0.068
34 C -0.028
35 C -0.160
36 C -0.158
37 C -0.041
38 C -0.121
39 C -0.122
40 C -0.043
41 H 0.079
42 H 0.085
43 H 0.081
44 H 0.126
45 H 0.122
46 H 0.123
47 H 0.075
48 H 0.077
49 H 0.081
50 H 0.083
51 H 0.094
52 H 0.094
53 H 0.093
54 H 0.093

=====

3.
Entry from the OMol25 dataset: 3 unconnected molecules or ions with the total composition C23H20Br2F21N2O2 in a non-equilibrium geometry (wB97M-V/def2-TZVPD).

```
70
Properties=species:S:1:pos:R:3:forces:R:3
C 2.5176 -0.0485 3.8974 -2.84 2.00 -1.05
C 1.2770 0.6999 3.4511 3.06 -2.04 -0.04
C 0.9601 0.6769 1.8243 -0.92 -0.23 -1.51
C 1.6145 1.9638 0.9791 -2.92 -3.80 -2.50
C 1.3157 1.9816 -0.6321 -0.06 -0.15 1.54
C 1.8985 3.1978 -1.6217 3.35 -0.16 1.04
Br 0.6331 4.0987 -2.9189 1.30 -1.33 1.67
C 3.3107 3.6655 -1.6372 -3.38 -0.13 -0.95
C 3.8160 4.9072 -2.6358 0.19 0.26 0.63
Br 4.7249 2.8534 -0.4732 -1.75 0.87 -1.29
N 0.4660 0.9347 -1.3133 0.49 -0.62 4.65
C -0.1810 -0.2452 -0.5621 1.01 0.83 1.91
C -1.1057 -1.2414 -1.4775 -0.46 0.47 -0.90
N -0.4326 -2.5247 -1.9123 0.06 1.55 0.73
C 0.0332 -0.4978 1.0765 2.85 3.69 -2.98
C -0.5871 -1.7466 1.9234 0.11 -1.42 1.14
F -0.9847 -2.9381 1.1487 1.35 3.96 2.02
F 0.3297 -2.2714 3.0051 -2.58 1.81 -3.64
C -1.9309 -1.1592 2.7202 -2.14 0.90 0.49
F -3.1005 -2.0601 2.5969 4.28 3.30 0.80
F -1.6446 -0.7994 4.1339 -1.23 -1.37 -5.17
F -2.3034 0.1060 1.9931 1.03 -4.13 2.66
H 3.3025 0.5489 4.5565 -2.30 -1.87 -0.54
H 2.7232 -1.1720 3.5759 0.01 2.99 -0.14
H 0.5966 1.2912 4.2290 2.03 -0.47 -2.27
H 2.2519 2.7719 1.5453 -1.46 -1.81 -1.48
H 3.4544 4.7688 -3.7407 0.64 -0.05 2.25
H 5.0032 5.0324 -2.6161 -2.79 -0.58 0.08
H 3.3528 5.9355 -2.2516 0.89 -2.37 -0.66
H 0.3032 1.0146 -2.3627 0.23 -0.11 1.93
H -2.1544 -1.4620 -0.9519 2.57 0.54 -0.76
H -1.3902 -0.6487 -2.4706 0.64 -1.13 2.20
H 0.1397 -2.4030 -2.7760 -0.54 -0.06 1.29
H 0.1329 -2.9675 -1.1546 -0.85 0.69 -1.10
C -7.4442 3.0705 0.9801 -0.96 -0.56 0.01
C -7.0950 4.4527 1.5562 -0.11 -0.58 0.89
C -6.2881 5.3564 0.6269 0.39 1.11 -0.04
F -5.0982 4.8162 0.2741 -0.33 0.47 0.04
F -5.9983 6.5345 1.2443 -0.29 -0.31 0.07
F -6.4778 4.2891 2.7564 -0.01 0.20 -0.44
F -8.2805 5.0839 1.8344 0.40 -0.03 -0.56
O -6.5699 1.9921 1.3314 1.73 0.68 -0.86
C -5.3822 1.8887 0.5492 -2.32 -0.11 -0.37
C -4.1080 2.1840 1.3522 0.39 0.31 0.83
F -4.1590 3.3958 1.9585 0.00 -0.70 -0.08
F -3.0132 2.2000 0.5444 -0.27 -0.16 -0.31
F -5.5106 2.6699 -0.5502 0.61 -0.76 0.15
F -5.3482 0.6071 0.0906 0.48 0.43 0.46
H -8.4088 2.7878 1.4198 0.34 0.12 0.14
H -7.6366 3.1043 -0.0992 0.27 0.17 0.25
H -6.8485 5.5895 -0.2797 -0.15 -0.13 -0.02
H -3.9501 1.4269 2.1268 -0.32 0.09 -0.24
C 4.6394 -3.4026 -0.6848 0.73 0.68 0.46
C 3.3361 -3.4212 -1.5007 1.07 0.10 -0.79
C 2.4221 -4.6148 -1.2336 -0.55 -0.89 -0.29
F 3.0171 -5.8006 -1.5018 -0.68 0.67 0.19
F 1.3208 -4.5571 -2.0316 0.23 0.22 -0.02
F 3.6387 -3.3073 -2.8211 -0.36 -0.13 0.45
F 2.6450 -2.2804 -1.1812 -0.26 -0.22 0.35
O 5.8026 -3.9379 -1.3260 -0.90 -1.51 -0.12
C 5.9291 -5.3574 -1.2763 0.30 1.25 1.55
C 5.7912 -6.0199 -2.6539 -0.02 -0.60 -0.96
F 4.6310 -5.6796 -3.2676 0.56 0.12 0.13
F 5.7903 -7.3763 -2.5465 0.12 0.54 0.41
F 5.0557 -5.8447 -0.3624 0.74 -0.30 -0.35
F 7.1692 -5.6037 -0.7712 -0.60 -0.02 -0.74
H 4.8856 -2.3460 -0.5211 -0.08 -0.18 -0.31
H 4.5060 -3.8105 0.3247 -0.15 -0.13 -0.35
H 2.0778 -4.6229 -0.1983 0.10 0.10 0.16
H 6.6170 -5.7297 -3.3113 0.03 0.10 0.26
```
Positions in Å, forces in eV/Å.

Total charge: +1
Gap between HOMO and LUMO: 7.1 eV
E_tot: -8392.8156 a.u.
Lowest unoccupied orbital energy: -5.119 eV

The net atomic charges from Löwdin, expressed in e, are:
1 C 0.026
2 C -0.128
3 C -0.003
4 C 0.074
5 C -0.098
6 C -0.567
7 Br 0.665
8 C -0.613
9 C -0.158
10 Br 0.658
11 N 0.102
12 C 0.038
13 C -0.203
14 N -0.004
15 C 0.066
16 C -0.149
17 F 0.033
18 F -0.001
19 C -0.126
20 F 0.060
21 F 0.051
22 F -0.010
23 H 0.093
24 H 0.088
25 H 0.135
26 H 0.122
27 H 0.077
28 H 0.095
29 H 0.108
30 H 0.153
31 H 0.148
32 H 0.140
33 H 0.089
34 H 0.050
35 C -0.049
36 C -0.429
37 C -0.285
38 F 0.078
39 F 0.093
40 F 0.124
41 F 0.106
42 O 0.036
43 C -0.473
44 C -0.276
45 F 0.093
46 F 0.075
47 F 0.119
48 F 0.134
49 H 0.154
50 H 0.147
51 H 0.175
52 H 0.155
53 C -0.054
54 C -0.427
55 C -0.284
56 F 0.097
57 F 0.075
58 F 0.127
59 F 0.075
60 O 0.036
61 C -0.473
62 C -0.262
63 F 0.085
64 F 0.100
65 F 0.121
66 F 0.143
67 H 0.149
68 H 0.147
69 H 0.175
70 H 0.178

=====

4.
Entry from the OMol25 dataset: a molecular structure, C23H20Cl2EuN4O2 in a non-equilibrium geometry (wB97M-V/def2-TZVPD).

```
52
Properties=species:S:1:pos:R:3:forces:R:3
Eu 0.7164 0.4764 -0.3679 -1.29 -1.37 0.02
O -0.1590 0.8987 -2.2581 -0.46 0.35 -0.83
C -1.2577 1.3546 -2.7952 -0.03 0.10 0.06
C -1.5844 1.0475 -4.1289 0.01 0.03 0.01
C -2.7256 1.5478 -4.7106 -0.01 0.00 -0.01
C -3.5982 2.3820 -4.0009 0.02 -0.01 0.01
C -3.3014 2.6856 -2.6952 -0.01 0.00 -0.01
C -2.1517 2.1778 -2.0632 -0.04 0.05 0.07
C -1.9818 2.4993 -0.6638 0.04 0.03 0.00
N -1.0975 2.0342 0.1445 -0.03 0.21 0.09
C -1.1754 2.4130 1.5551 -0.04 -0.01 -0.02
C 0.2276 2.5615 2.1334 0.00 -0.01 0.03
N 1.0001 1.3468 1.8837 -0.08 0.20 0.27
C 1.6274 0.8005 2.8588 0.01 0.02 -0.01
C 2.4658 -0.3785 2.8164 -0.05 0.06 0.02
C 3.0591 -0.7693 4.0283 0.02 -0.02 0.00
C 3.8826 -1.8667 4.1086 -0.02 0.02 -0.02
C 4.1251 -2.6049 2.9464 0.03 -0.03 -0.01
C 3.5610 -2.2489 1.7418 -0.01 0.00 0.03
C 2.7136 -1.1305 1.6380 0.01 -0.02 0.04
O 2.1787 -0.8173 0.4872 0.81 -0.40 0.77
H -0.9102 0.4017 -4.6755 0.00 0.00 0.00
H -2.9519 1.2882 -5.7375 0.00 0.00 0.00
H -4.4916 2.7696 -4.4694 0.00 0.00 0.00
H -3.9694 3.3181 -2.1205 0.00 0.00 0.00
H -2.7227 3.2031 -0.2682 -0.04 -0.04 0.00
H -1.6927 1.6150 2.0964 -0.01 -0.01 -0.01
H -1.7387 3.3412 1.6963 -0.01 0.00 -0.01
H 0.1731 2.7966 3.2015 0.00 -0.01 0.01
H 0.7281 3.3975 1.6320 0.00 0.00 0.01
H 1.5466 1.2632 3.8491 0.01 -0.01 0.00
H 2.8523 -0.1820 4.9163 0.00 0.00 0.00
H 4.3283 -2.1560 5.0496 0.00 0.00 0.00
H 4.7659 -3.4770 2.9924 0.00 0.00 0.00
H 3.7393 -2.8267 0.8440 0.01 0.00 0.00
Cl 2.9211 2.2856 -0.6549 0.49 0.37 -0.17
C 3.8418 1.2080 -1.7506 0.02 -0.03 0.07
Cl 2.8203 -0.0668 -2.4153 0.29 0.05 -0.36
H 4.6324 0.7588 -1.1623 -0.01 -0.01 0.00
H 4.2148 1.8165 -2.5643 0.02 0.00 0.01
N -4.1592 -5.6205 -0.6708 0.01 0.01 0.00
C -3.4495 -4.7151 -0.5345 -0.06 -0.08 -0.01
C -2.5885 -3.6158 -0.3680 0.15 0.16 0.03
C -1.2391 -3.7651 0.0730 -0.09 -0.12 -0.02
C -0.4341 -2.6811 0.2072 0.08 0.12 0.04
N -0.8241 -1.3821 -0.0541 0.23 0.31 -0.07
C -2.1447 -1.2488 -0.4365 0.10 0.21 -0.08
C -3.0109 -2.2775 -0.6132 -0.08 -0.14 0.07
H -0.8487 -4.7490 0.2964 0.01 0.01 0.00
H 0.5939 -2.8017 0.5258 0.00 -0.01 0.01
H -2.4809 -0.2332 -0.6143 -0.01 -0.01 -0.04
H -4.0257 -2.0744 -0.9284 0.01 0.01 0.00
```
Positions in Å, forces in eV/Å.

Total charge: 0
<S²>: 15.778
Energy relative to the best compared isomer or geometry (same formula, charge and spin): 0.0 kcal/mol
Gap between HOMO and LUMO (spin up / spin down): 4.1 / 7.9 eV
2S+1: 8
E_tot: -2888.7127 a.u.
Lowest unoccupied orbital energy (spin up / spin down): -0.469 / -0.430 eV

The net atomic charges from Löwdin, expressed in e, are:
1 Eu 1.677
2 O -0.313
3 C -0.355
4 C -0.009
5 C -0.072
6 C -0.095
7 C -0.050
8 C -0.157
9 C -0.095
10 N -0.089
11 C -0.208
12 C -0.220
13 N -0.109
14 C -0.082
15 C -0.140
16 C -0.051
17 C -0.095
18 C -0.074
19 C -0.015
20 C -0.352
21 O -0.331
22 H 0.116
23 H 0.106
24 H 0.099
25 H 0.110
26 H 0.128
27 H 0.126
28 H 0.117
29 H 0.115
30 H 0.112
31 H 0.127
32 H 0.110
33 H 0.100
34 H 0.106
35 H 0.116
36 Cl 0.553
37 C -0.905
38 Cl 0.603
39 H 0.040
40 H 0.035
41 N 0.105
42 C -0.247
43 C -0.263
44 C -0.059
45 C -0.183
46 N -0.148
47 C -0.192
48 C -0.057
49 H 0.105
50 H 0.081
51 H 0.076
52 H 0.106